(1)
A cluster of 2 separate species, C4H3O2 in total in a non-equilibrium geometry. Source: the Open Molecules 2025 dataset; level of theory: the ωB97M-V functional and the def2-TZVPD basis.

Computed properties:
- energy relative to the best compared isomer or geometry (same formula, charge and spin) (eV) = 2.1025
- frontier orbital gap (hartree) = 0.2692
- calculated total energy (Eh) = -304.60532
- maximum force (eV Å⁻¹) = 3.44
- charge = -1
- highest occupied orbital energy (eV) = -3.1

Positions of all 9 atoms, in Å:
C: 0.2428 0.4064 0.1002
C: 1.0389 -0.4415 0.7127
C: 2.5163 -1.5545 2.2452
C: -0.2744 -0.9841 0.2764
O: 3.3267 -0.7808 2.6406
O: 2.1351 -2.6477 2.2367
H: -0.0275 1.4343 -0.4138
H: -1.0038 -1.2005 0.9476
H: -0.4085 -1.6303 -0.5119

---

(2)
The ion C4H3O2 with charge -1 in a non-equilibrium geometry. Source: the Open Molecules 2025 dataset; level of theory: the ωB97M-V functional and the def2-TZVPD basis.

Computed properties:
- energy relative to the best compared isomer or geometry (same formula, charge and spin) (eV) = 2.6660
- frontier orbital gap (hartree) = 0.3038
- calculated total energy (Eh) = -304.58462
- maximum force (eV Å⁻¹) = 3.30
- charge = -1
- highest occupied orbital energy (eV) = -4.1

Positions of all 9 atoms, in Å:
C: 0.4685 -0.2998 0.1685
C: 0.8208 -1.4170 -0.7395
C: -0.9096 0.1513 1.2314
C: 0.4255 0.0043 -1.2402
O: -1.9725 -0.2881 0.9010
O: -0.4302 0.8418 2.0656
H: 1.1463 0.1016 0.9382
H: -0.6007 0.1763 -1.5112
H: 1.0519 0.7296 -1.8138

---

(3)
A cluster of 2 separate species, C4H3O2S in total in a non-equilibrium geometry. Source: the Open Molecules 2025 dataset; level of theory: the ωB97M-V functional and the def2-TZVPD basis.

Computed properties:
- energy relative to the best compared isomer or geometry (same formula, charge and spin) (eV) = 2.7012
- frontier orbital gap (spin up / spin down) (hartree) = 0.1602 / 0.1600
- calculated total energy (Eh) = -702.81135
- maximum force (eV Å⁻¹) = 4.97
- charge = -1
- highest occupied orbital energy (spin up / spin down) (eV) = -1.2 / -1.2

Positions of all 10 atoms, in Å:
C: -1.1267 -1.2378 1.3341
C: -0.0615 -1.1411 0.4253
C: 0.6705 1.9124 -1.6837
C: 0.7213 -0.0828 0.3538
O: 1.1555 2.7002 -0.9322
O: 1.5421 0.4927 0.9520
S: 0.1959 1.1810 -2.9998
H: -2.0180 -1.6463 1.0565
H: -1.0926 -0.2874 1.8884
H: 0.0135 -1.8910 -0.3943

---

(4)
The ion C4H3O2S with charge -1 in a non-equilibrium geometry. Source: the Open Molecules 2025 dataset; level of theory: the ωB97M-V functional and the def2-TZVPD basis.

Computed properties:
- energy relative to the best compared isomer or geometry (same formula, charge and spin) (eV) = 1.2047
- frontier orbital gap (hartree) = 0.2756
- calculated total energy (Eh) = -702.86635
- maximum force (eV Å⁻¹) = 4.00
- charge = -1
- highest occupied orbital energy (eV) = -4.3

Positions of all 10 atoms, in Å:
C: 0.0632 1.4218 0.0385
C: -0.0946 0.1384 -0.2843
C: 1.3265 -0.9607 0.0340
S: 2.8502 -0.6319 -0.3785
C: -1.5506 -0.6006 -0.1776
O: -1.6076 -1.5470 0.5562
O: -2.4175 0.0120 -0.7686
H: -0.7403 2.1258 0.0569
H: 0.9943 1.8179 0.2016
H: 1.1764 -1.7755 0.7219

---

(5)
An isolated molecule of C4H3PS in a non-equilibrium geometry. Source: the Open Molecules 2025 dataset; level of theory: the ωB97M-V functional and the def2-TZVPD basis.

Computed properties:
- energy relative to the best compared isomer or geometry (same formula, charge and spin) (eV) = 2.1050
- frontier orbital gap (hartree) = 0.2867
- calculated total energy (Eh) = -893.54672
- maximum force (eV Å⁻¹) = 5.47
- charge = 0
- highest occupied orbital energy (eV) = -8.2

Positions of all 9 atoms, in Å:
C: 2.0386 -1.0436 -0.6278
C: 1.8826 0.2118 -0.3949
S: 0.9863 1.5976 0.0707
C: -0.2544 0.4413 0.6914
C: -1.2022 -0.1814 -0.3476
P: 0.5392 -1.4514 0.3897
H: -0.6258 0.7378 1.6566
H: -2.1105 -0.4142 0.0229
H: -1.2537 0.1021 -1.4610

---

(6)
A cluster of 2 separate species, C4H4 in total in a non-equilibrium geometry. Source: the Open Molecules 2025 dataset; level of theory: the ωB97M-V functional and the def2-TZVPD basis.

Computed properties:
- energy relative to the best compared isomer or geometry (same formula, charge and spin) (eV) = 3.6672
- frontier orbital gap (hartree) = 0.4164
- calculated total energy (Eh) = -154.58571
- maximum force (eV Å⁻¹) = 4.94
- charge = 0
- highest occupied orbital energy (eV) = -10.1

Positions of all 8 atoms, in Å:
C: -1.8808 0.2232 -0.9348
C: -1.8081 1.1314 -0.1893
H: -1.8550 -0.5047 -1.7266
H: -1.6293 1.9574 0.5822
C: 1.3273 -0.3971 0.2480
C: 2.3826 -0.9897 0.6669
H: 0.3889 0.4740 0.1811
H: 3.0744 -1.8945 1.1724

---

(7)
An isolated molecule of C4H4 in a non-equilibrium geometry. Source: the Open Molecules 2025 dataset; level of theory: the ωB97M-V functional and the def2-TZVPD basis.

Computed properties:
- energy relative to the best compared isomer or geometry (same formula, charge and spin) (eV) = 0.8862
- frontier orbital gap (hartree) = 0.3935
- calculated total energy (Eh) = -154.68791
- maximum force (eV Å⁻¹) = 4.30
- charge = 0
- highest occupied orbital energy (eV) = -9.7

Positions of all 8 atoms, in Å:
C: 1.6451 -0.2499 -1.5235
C: 0.7700 -0.0097 -0.7429
C: -0.4022 0.5203 0.1981
C: -1.1454 -0.2553 0.9961
H: 2.4159 -0.3811 -2.2993
H: -0.5966 1.5495 0.2984
H: -1.6356 0.1277 1.8154
H: -1.0512 -1.3015 1.2578

---

(8)
An isolated molecule of C4H4 in a non-equilibrium geometry. Source: the Open Molecules 2025 dataset; level of theory: the ωB97M-V functional and the def2-TZVPD basis.

Computed properties:
- energy relative to the best compared isomer or geometry (same formula, charge and spin) (eV) = 2.9869
- frontier orbital gap (hartree) = 0.3699
- calculated total energy (Eh) = -154.61071
- maximum force (eV Å⁻¹) = 4.28
- charge = 0
- highest occupied orbital energy (eV) = -10.1

Positions of all 8 atoms, in Å:
C: -0.9531 -0.0637 -0.0095
C: -2.1842 0.0595 -0.0384
C: 0.4651 -0.7449 -0.0628
C: 0.3774 0.7206 -0.0933
H: 0.7434 -1.1408 0.9223
H: 0.7318 -1.3250 -0.8385
H: 0.4754 1.4478 -0.8018
H: 0.3441 1.0465 0.9219

---

(9)
A cluster of 16 separate species, C4H40NO16 in total in a non-equilibrium geometry. Source: the Open Molecules 2025 dataset; level of theory: the ωB97M-V functional and the def2-TZVPD basis.

Computed properties:
- energy relative to the best compared isomer or geometry (same formula, charge and spin) (eV) = 2.2679
- frontier orbital gap (hartree) = 0.3791
- calculated total energy (Eh) = -1434.74493
- maximum force (eV Å⁻¹) = 3.26
- charge = +1
- highest occupied orbital energy (eV) = -12.6

Positions of all 61 atoms, in Å:
O: 0.0638 -2.2686 -1.9653
C: -0.5670 -1.8857 -1.0067
C: 0.0648 -2.1529 0.4005
C: -0.3164 -1.0650 1.4690
C: -1.4616 -1.6913 2.3019
N: 1.5452 -2.0504 0.0655
H: -1.6305 -1.7201 -1.0738
H: -0.2343 -3.1739 0.6835
H: -0.3561 -0.0442 1.0727
H: 0.4555 -0.9487 2.2425
H: -2.3980 -1.7803 1.7778
H: -1.1167 -2.6758 2.5941
H: -1.6713 -1.1820 3.2283
H: 1.8234 -1.0968 -0.3310
H: 1.6975 -2.7178 -0.7068
H: 2.0876 -2.3881 0.8863
H: 0.0863 0.2266 -4.5075
H: 0.1674 0.5326 -3.0330
O: 0.3582 0.9586 -3.8645
H: 1.2431 0.3700 -1.8469
H: 0.9688 1.0982 -0.4647
O: 0.6356 0.4658 -1.1134
H: 1.2809 3.5863 -4.4713
H: -0.0640 3.9010 -3.6003
O: 0.8587 4.1133 -3.7847
H: -4.4725 1.8418 -2.8341
H: -3.0272 2.5074 -2.6115
O: -3.7103 1.9377 -2.2645
H: 4.1981 0.1171 0.0130
H: 3.0020 0.9584 0.3693
O: 3.2860 0.0312 0.3673
H: -2.0720 -5.0023 -0.6597
H: -2.3919 -3.6070 -1.2508
O: -1.8026 -4.0828 -0.6429
H: 1.2886 0.4160 5.8462
H: 0.0882 0.4701 4.8912
O: 1.0512 0.4518 4.9161
H: 1.8515 2.1935 -2.3399
H: 1.9573 3.5751 -1.9550
O: 2.4036 2.7339 -1.7654
H: 0.9519 -4.9335 -1.6804
H: 2.4567 -4.5204 -1.7262
O: 1.6875 -4.6042 -1.1596
H: 0.5752 4.8406 1.0954
H: 0.6820 3.4325 1.5812
O: 0.7484 3.9455 0.7718
H: 3.6476 -4.0283 0.7820
H: 3.5065 -3.6465 2.4030
O: 3.3524 -3.4483 1.4808
H: -2.4715 1.7187 2.3747
H: -3.5255 2.1671 3.3603
O: -2.9992 1.3776 3.1064
H: -3.2636 -0.2005 -2.0380
H: -4.2299 -1.1107 -2.6133
O: -3.2622 -1.0235 -2.5245
H: -0.3459 2.7671 4.5218
H: 0.8730 2.2920 3.8537
O: 0.0193 2.7141 3.6358
H: -1.6607 4.3971 -0.8772
H: -0.5898 3.4001 -0.3800
O: -1.3234 3.5106 -0.9991

---

(10)
A cluster of 17 separate species, C4H40O17 in total in a non-equilibrium geometry. Source: the Open Molecules 2025 dataset; level of theory: the ωB97M-V functional and the def2-TZVPD basis.

Computed properties:
- frontier orbital gap (hartree) = 0.1765
- calculated total energy (Eh) = -1455.44024
- maximum force (eV Å⁻¹) = 3.41
- charge = -2
- highest occupied orbital energy (eV) = -0.6

Positions of all 61 atoms, in Å:
C: 1.2414 -3.4698 1.4435
C: 1.5283 -4.3663 0.2533
O: 0.4206 -5.1766 0.0325
H: 1.0437 -4.0506 2.2873
H: 0.2751 -2.9999 1.2806
H: 1.8672 -2.6174 1.6152
H: 2.4303 -4.9427 0.4648
H: 1.7042 -3.7262 -0.5739
C: 0.9457 0.4278 1.0786
C: 0.1013 0.3548 -0.1950
O: 0.2341 1.5581 -0.8201
H: 0.8634 1.3538 1.6376
H: 1.9729 0.1703 0.8393
H: 0.5803 -0.3941 1.7786
H: -0.9131 0.4134 0.1647
H: 0.2175 -0.5247 -0.8271
O: -1.9663 -1.4965 1.5995
H: -1.6442 -1.4147 0.7322
H: -1.9396 -0.5739 1.8927
O: 0.7158 -2.2815 -2.8691
H: 0.4626 -1.8421 -3.6643
H: 1.5316 -1.9205 -2.5488
O: 2.3337 0.3251 -2.2691
H: 2.7828 1.1175 -2.4918
H: 1.6204 0.6922 -1.7769
O: -0.3380 1.3354 -3.5114
H: -0.3210 1.6886 -2.6487
H: -0.6075 0.4522 -3.3082
O: -2.7115 1.2196 1.8141
H: -3.1600 1.9105 1.3616
H: -1.8467 1.4881 2.0708
O: -0.5430 -0.3109 4.1410
H: 0.3625 -0.5264 4.0497
H: -0.5659 0.6227 3.8712
O: -2.0042 2.6835 -1.1013
H: -2.5372 2.0212 -1.4749
H: -1.2011 2.1424 -0.9023
O: -0.4761 2.3684 3.6228
H: -0.1479 2.6611 2.7815
H: -0.6065 3.0173 4.2776
O: 3.5346 -1.7209 -0.6839
H: 3.0691 -0.8850 -0.8693
H: 3.2410 -2.0652 0.1531
O: -0.3601 3.3447 1.2114
H: -0.4292 2.5152 0.6874
H: 0.4753 3.7935 0.9895
O: -1.8311 -0.6762 -2.3952
H: -1.4988 -1.3104 -1.7473
H: -2.6362 -0.2495 -2.0637
O: -3.6722 0.1550 -0.4987
H: -3.9133 -0.7990 -0.5193
H: -3.1222 0.3470 0.2872
O: 0.3730 4.0126 -1.9578
H: 0.2483 3.1504 -1.5054
H: -0.4315 4.1247 -2.5022
O: 2.7993 2.5074 -0.4416
H: 2.6865 3.0136 0.3650
H: 1.9370 2.1676 -0.4858
O: -1.0881 -2.6873 -0.7290
H: -0.8306 -3.4311 -0.2137
H: -0.2562 -2.6966 -1.1882

---

Which formula does entry 9 have?
C4H40NO16